Below is a cluster of 2 separate species, C6H12O in total, with properties calculated with wB97M-V/def2-TZVPD.

Total charge = 0
Energy relative to the best compared isomer or geometry (same formula, charge and spin) = 1.6487 eV
E_LUMO = 0.947 eV
SMILES string = C=CC=C(C)C.O
Gap between HOMO and LUMO = 0.3781 Ha
Multiplicity = 1

```
19
Properties=species:S:1:pos:R:3:forces:R:3:lowdin_charge:R:1
C -1.241948 -0.261822 -2.059538 -0.2 0.2 -0.4 0.00
C -1.005941 -1.196496 -1.149986 0.5 -0.1 -0.1 -0.18
C -0.970689 -0.852172 0.305396 -0.2 0.5 -0.8 -0.09
C 0.130900 -0.440223 0.929432 0.3 -0.1 0.0 -0.37
C 1.495834 -0.672424 0.353229 0.3 -0.7 0.2 -0.06
C 0.123111 0.294038 2.237275 -0.6 0.0 0.3 -0.06
H -1.313902 0.785187 -1.804074 -0.4 0.0 0.3 0.04
H -1.397169 -0.439061 -3.118234 0.3 -0.4 0.1 0.06
H -0.767348 -2.193713 -1.507157 -0.4 -0.2 0.2 0.10
H -1.972082 -0.725899 0.709650 0.2 0.1 0.4 0.11
H 2.047799 0.235150 0.192217 0.2 0.6 -0.1 0.07
H 1.515283 -1.250601 -0.566157 -0.2 0.1 -0.1 0.08
H 2.102716 -1.244173 1.064757 -0.1 0.0 0.1 0.09
H 0.850885 1.105733 2.271350 0.1 -0.1 -0.2 0.08
H 0.327937 -0.351739 3.090025 0.1 -0.2 0.0 0.08
H -0.860548 0.736567 2.396225 0.0 0.0 0.1 0.08
O 0.634358 2.370760 -1.004106 -0.2 -0.3 0.1 -0.06
H -0.028547 2.589492 -1.665090 0.1 0.2 -0.1 0.03
H 0.329351 1.511399 -0.675215 0.2 0.2 0.0 -0.01
```
Positions in Å, forces in eV/Å.

---

Below is the ion C7H9N2O with charge +1, with properties calculated with wB97M-V/def2-TZVPD.

Total charge = +1
Energy relative to the best compared isomer or geometry (same formula, charge and spin) = 5.5086 eV
E_LUMO (alpha / beta) = -7.371 / -7.357 eV
SMILES string = O=[N+]1C=N[C@@H]2CCCC=C21
Gap between HOMO and LUMO (alpha / beta) = 0.2710 / 0.2715 Ha
Multiplicity = 1

```
19
Properties=species:S:1:pos:R:3:forces:R:3:lowdin_charge:R:1
O -2.783982 -1.924505 -2.002354 1.1 -0.4 -0.4 0.21
N -1.605599 -1.817848 -1.777733 -0.7 5.5 2.2 -0.07
C -0.644683 -2.756812 -1.663742 4.2 -1.3 1.1 -0.04
N 0.518100 -2.426920 -1.138780 -2.5 0.8 -1.4 0.24
C 0.485523 -0.973917 -0.911057 0.3 -0.6 0.4 -0.28
C 1.022318 -0.589229 0.537315 0.6 0.6 -1.5 -0.08
C 0.706124 0.926710 0.632219 2.4 0.7 -1.5 -0.21
C -0.766200 1.166979 0.445700 -0.4 2.2 2.0 -0.20
C -1.554176 0.437145 -0.544706 1.5 -1.1 -0.3 0.10
C -0.905509 -0.567936 -1.204268 -1.9 -0.7 0.3 -0.04
H -0.827042 -3.717043 -1.985173 -0.6 -2.1 -0.6 0.13
H 1.159234 -0.506604 -1.655328 0.1 -0.3 0.3 0.18
H 2.138454 -0.862164 0.440501 -1.8 0.4 1.0 0.16
H 0.403887 -1.055166 1.318121 0.7 -0.5 -0.3 0.13
H 1.383232 1.521780 -0.175371 -1.8 -1.4 1.5 0.17
H 0.945344 1.476085 1.564097 0.3 -1.0 -0.2 0.13
H -0.740375 2.272881 0.518903 -1.0 0.0 -1.3 0.15
H -1.343339 1.128803 1.435880 0.6 -0.8 -1.0 0.17
H -2.602046 0.555698 -0.515069 -1.1 0.1 -0.4 0.13
```
Positions in Å, forces in eV/Å.

---

Below is a cluster of 2 separate species, C2H12N4 in total, with properties calculated with wB97M-V/def2-TZVPD.

Total charge = 0
Energy relative to the best compared isomer or geometry (same formula, charge and spin) = 0.3124 eV
E_LUMO = 0.963 eV
SMILES string = NCN.NCN
Gap between HOMO and LUMO = 0.3677 Ha
Multiplicity = 1

```
18
Properties=species:S:1:pos:R:3:forces:R:3:lowdin_charge:R:1
N -3.247872 0.237079 0.197521 0.5 -0.3 -0.4 -0.02
C -2.159365 0.962609 -0.487516 -0.4 -0.4 0.2 -0.36
N -1.262512 0.021521 -1.121685 0.4 1.1 -0.4 0.00
H -3.568983 -0.477829 -0.446669 -0.4 0.1 0.1 0.06
H -4.020646 0.835996 0.443804 -0.1 0.1 0.0 0.05
H -1.621804 1.500427 0.293139 0.0 0.3 -0.1 0.09
H -2.537707 1.648820 -1.247737 0.2 0.2 0.0 0.10
H -1.317348 -0.040231 -2.123226 -0.3 0.2 -0.1 0.07
H -1.363365 -0.876181 -0.739554 0.0 -1.3 0.7 0.04
N 3.379359 -0.267022 -0.034961 -0.2 0.0 0.3 -0.02
C 1.928624 -0.423790 0.110182 0.3 -0.9 -0.2 -0.42
N 1.528409 -0.538327 1.509061 0.1 0.7 0.2 -0.01
H 3.820574 -1.077147 0.390268 0.0 0.0 0.2 0.06
H 3.573421 -0.380345 -1.022950 0.1 0.3 -0.1 0.06
H 1.650556 -1.380543 -0.356055 -0.5 0.2 -0.1 0.10
H 1.431795 0.388407 -0.408920 0.0 0.2 -0.2 0.08
H 0.519706 -0.428915 1.533448 -0.1 -0.3 0.0 0.05
H 1.844549 0.295680 2.008313 0.2 -0.2 -0.1 0.06
```
Positions in Å, forces in eV/Å.

---

Below is a cluster of 2 separate species, C2H5OS in total, with properties calculated with wB97M-V/def2-TZVPD.

Total charge = -1
Energy relative to the best compared isomer or geometry (same formula, charge and spin) = 0.7766 eV
E_LUMO = 4.233 eV
Gap between HOMO and LUMO = 0.2520 Ha
Multiplicity = 1

```
9
Properties=species:S:1:pos:R:3:forces:R:3:lowdin_charge:R:1
C -1.136510 1.153601 -0.162893 -0.2 0.1 0.1 -0.68
S 0.250732 0.552390 -1.170288 -0.2 0.0 0.0 0.20
H -1.878606 0.385103 0.073607 0.1 -0.2 -0.1 0.00
H -0.781356 1.527083 0.799299 0.0 0.1 0.0 -0.01
H -1.680663 1.965427 -0.656030 0.1 0.0 0.0 -0.02
O -0.014440 -1.144165 1.731531 0.2 0.3 -0.2 -0.15
C 0.737218 -1.197529 0.760050 -0.5 -0.5 0.3 -0.40
H 1.716553 -0.715545 0.742372 0.1 0.1 0.0 0.02
H 0.539803 -1.936826 -0.024348 0.2 0.0 -0.2 0.03
```
Positions in Å, forces in eV/Å.

---

Below is a structure of composition C22H24BrNO5PtS, with properties calculated with wB97M-V/def2-TZVPD.

Total charge = +2
Energy relative to the best compared isomer or geometry (same formula, charge and spin) = 1.0547 eV
E_LUMO = -7.719 eV
Gap between HOMO and LUMO = 0.2249 Ha
Multiplicity = 1

```
55
Properties=species:S:1:pos:R:3:forces:R:3:lowdin_charge:R:1
Pt -0.690550 0.344013 -0.005337 0.6 2.7 -0.2 1.61
C 0.585793 0.008925 -3.107107 0.0 -0.1 0.0 -0.02
O 0.537095 0.761754 -1.874536 -0.6 -0.5 0.0 -0.33
C 1.644728 1.673742 -1.735589 0.3 0.0 0.1 -0.13
C 1.547505 2.345541 -0.376429 0.2 0.0 -0.1 -0.12
O 0.169693 2.477896 0.002821 0.3 -0.2 0.3 -0.26
C -0.624169 3.410594 -0.736529 -0.1 0.0 -0.2 -0.12
C -2.051527 3.022662 -0.453986 0.0 0.2 0.1 -0.12
O -2.285747 1.653016 -0.840868 0.3 -0.8 0.1 -0.29
C -2.559292 1.472002 -2.249541 -0.2 -0.1 -0.2 -0.02
H 0.616172 0.696671 -3.952573 0.0 0.0 0.0 0.11
H -0.319727 -0.590107 -3.157346 0.0 0.0 0.0 0.10
H 1.465886 -0.634408 -3.126977 0.0 0.0 0.0 0.07
H 1.610600 2.380871 -2.567253 -0.1 0.0 0.0 0.14
H 2.594282 1.136401 -1.791102 -0.1 -0.1 -0.1 0.15
H 2.054552 3.310401 -0.366982 -0.1 0.0 -0.1 0.16
H 1.987529 1.704191 0.380313 0.0 0.1 0.1 0.12
H -0.402170 3.347075 -1.804138 0.0 0.0 0.0 0.14
H -0.424298 4.429895 -0.401152 0.0 0.0 0.1 0.16
H -2.745953 3.684808 -0.971198 -0.1 -0.1 0.0 0.16
H -2.256789 3.062458 0.613688 -0.1 0.1 0.0 0.13
H -3.456459 2.031100 -2.509541 0.0 0.0 0.1 0.12
H -2.738992 0.410391 -2.397061 0.0 0.0 0.0 0.10
H -1.723723 1.804884 -2.864489 0.0 0.0 0.1 0.09
S -3.008923 -3.043391 1.503853 0.0 -0.1 -0.2 1.16
C -2.306062 -3.571539 0.039706 -0.1 0.1 0.1 -0.33
C -1.594463 -2.593523 -0.603272 0.2 0.1 -0.2 -0.15
C -1.641738 -1.395015 0.131245 0.2 -0.2 -0.3 -0.32
C -2.355208 -1.486210 1.287216 -0.5 0.1 0.1 -0.53
C -2.344033 -0.371582 2.181998 0.1 0.1 0.3 -0.23
C -3.088110 -0.202448 3.341337 0.1 0.1 0.1 0.04
C -2.883786 0.923417 4.113170 0.0 0.0 0.0 0.02
C -1.928552 1.866607 3.732737 0.0 -0.1 0.0 0.00
C -1.238516 1.681933 2.560429 0.2 0.0 0.0 -0.07
N -1.456492 0.591315 1.805606 -0.8 -0.7 -0.2 -0.02
H -2.443713 -4.591596 -0.284022 0.0 0.0 0.0 0.09
H -1.068836 -2.754375 -1.533952 0.0 0.0 0.0 0.11
H -3.810174 -0.953872 3.629355 0.0 0.0 0.0 0.14
H -3.459288 1.068172 5.017869 0.0 0.0 0.0 0.14
H -1.710299 2.729921 4.343879 0.0 0.0 0.0 0.13
H -0.500589 2.385346 2.206219 0.0 0.0 0.0 0.13
Br 3.875723 -2.857761 -3.173307 0.0 0.0 0.0 0.79
C 3.714545 -2.778074 -1.293001 0.0 0.0 0.0 -0.67
C 4.774840 -3.143813 -0.478232 0.0 -0.1 0.1 -0.09
C 4.644493 -3.036214 0.900501 -0.1 -0.1 0.0 -0.03
C 3.466848 -2.570313 1.468179 0.0 -0.1 0.0 0.00
C 2.428370 -2.186121 0.632695 0.0 0.4 -0.1 -0.14
C 2.538728 -2.298077 -0.749783 0.2 0.2 0.1 -0.08
C 1.177025 -1.579320 1.172846 0.3 -0.6 0.1 -0.48
O 0.449274 -2.094848 1.964700 -0.2 0.4 0.1 0.16
O 0.990260 -0.341378 0.601864 0.0 -0.6 0.0 -0.18
H 5.689313 -3.522450 -0.913499 0.0 0.1 0.0 0.12
H 5.467692 -3.325683 1.539228 0.0 0.0 0.0 0.12
H 3.360717 -2.501192 2.542518 0.0 0.0 0.0 0.13
H 1.726518 -1.992694 -1.395172 0.0 0.0 0.0 0.08
```
Positions in Å, forces in eV/Å.

---

Below is a structure of composition C50H52HoN8S2, with properties calculated with wB97M-V/def2-TZVPD.

Total charge = -1
E_LUMO (alpha / beta) = 1.321 / 0.639 eV
Gap between HOMO and LUMO (alpha / beta) = 0.1334 / 0.1639 Ha
Multiplicity = 5

```
113
Properties=species:S:1:pos:R:3:forces:R:3:lowdin_spin:R:1
Ho 0.079778 0.499050 -0.120741 1.0 -0.2 0.6 2.06
C -4.963131 -2.925976 2.387336 -0.6 0.7 0.9 0.01
C -4.832705 -2.359303 0.979749 0.6 -0.9 -0.8 0.01
C -3.415293 -2.239246 0.468368 0.6 0.4 0.6 0.07
C -2.781305 -2.963645 -0.526197 0.1 0.4 0.8 -0.01
C -3.339275 -4.128371 -1.280677 -0.4 0.1 0.6 0.00
C -4.089233 -3.744651 -2.539978 0.0 0.8 -0.2 0.00
C -1.440321 -2.458285 -0.616261 0.1 -0.8 -0.8 0.08
N -1.251430 -1.414460 0.260206 -0.7 0.0 0.8 0.03
C -2.417604 -1.310839 1.030310 -0.7 0.3 -1.5 -0.01
C -2.665377 -0.335146 2.040606 -0.2 0.1 -0.1 0.22
C -1.614635 0.430197 2.653412 0.2 0.6 -0.7 0.00
C -1.760632 1.236727 3.830100 0.4 -0.4 -0.5 0.07
C -3.041730 1.460463 4.551081 -0.3 -0.2 0.3 0.01
C -3.411914 0.326026 5.539256 0.6 -0.8 -0.1 0.01
C -0.513062 1.765934 4.094822 -0.2 0.3 1.3 0.00
C 0.379861 1.341702 3.099547 0.6 0.4 -1.1 0.08
C 1.748865 1.808710 2.990718 -0.6 -1.3 0.0 -0.02
C 2.599257 1.469125 1.946474 0.3 0.7 0.0 0.06
N 2.235940 0.798736 0.779265 2.0 -0.7 -0.5 0.02
C 3.448038 0.565133 0.093551 -2.1 0.1 0.6 0.02
C 3.624050 -0.310337 -0.998004 -0.2 0.2 -0.2 0.11
C 2.690115 -1.283555 -1.377487 -1.2 0.6 -0.5 0.01
N 1.345194 -1.296129 -1.010537 1.3 -1.5 -0.8 0.02
C 0.840603 -2.477778 -1.608202 -0.2 -0.4 -0.4 0.08
C -0.438928 -3.027258 -1.476470 0.1 2.3 0.9 -0.04
C 1.864508 -3.115350 -2.441282 -0.7 -0.1 0.3 0.00
C 2.991004 -2.371626 -2.308566 0.4 0.1 0.1 0.05
C 4.364074 -2.636978 -2.867734 -0.4 -0.4 0.2 0.01
C 4.729116 -1.798742 -4.081428 -0.2 0.7 -0.4 0.00
C 1.617633 -4.441063 -3.154635 0.3 0.7 0.3 0.00
C 0.886113 -4.324947 -4.501067 -1.2 -0.1 0.6 0.00
C 4.520123 1.231753 0.754598 1.2 0.8 0.6 0.04
C 4.028480 1.798600 1.909490 -0.3 -0.5 -0.4 0.00
C 4.766060 2.554800 2.986222 -1.1 -0.6 0.8 0.00
C 5.063830 1.734378 4.279209 0.0 0.4 0.4 0.00
C 5.983827 1.191175 0.302396 -0.8 -0.1 0.7 0.01
C 6.325403 2.069695 -0.898212 0.1 0.1 -0.4 0.00
N -0.322427 0.565230 2.146945 -0.3 0.2 1.3 0.03
C -0.125120 2.626940 5.284036 -0.3 0.3 -0.5 0.00
C -0.242719 4.159098 5.017401 -0.4 -0.9 -0.1 0.00
H -5.944993 -2.596806 2.811787 0.7 -0.3 -0.1 0.00
H -4.148711 -2.583412 3.052839 -0.4 0.0 -0.3 0.00
H -4.963935 -4.006102 2.414272 0.1 -0.4 -0.2 0.00
H -5.286397 -1.382725 0.925132 -0.3 0.5 0.0 0.00
H -5.390325 -3.017674 0.281360 0.1 0.4 0.3 0.00
H -4.037847 -4.666335 -0.605733 0.5 0.0 -0.3 0.00
H -2.516506 -4.776369 -1.575842 -0.1 -0.3 0.2 0.00
H -4.990919 -3.131218 -2.319863 0.6 -0.4 -0.2 0.00
H -4.356960 -4.622190 -3.104424 -0.4 -0.4 -0.2 0.00
H -3.398693 -3.182841 -3.181731 -0.3 0.2 0.0 0.00
H -3.750994 -0.086443 2.346093 1.9 -0.8 -0.3 0.01
H -3.823238 1.579968 3.757575 0.3 0.1 0.9 0.00
H -2.915910 2.378457 5.148716 -0.4 -0.1 -0.4 0.00
H -3.357561 -0.681110 5.066237 -0.1 0.7 0.1 0.00
H -4.390292 0.410415 6.002468 -0.3 0.3 -0.2 0.00
H -2.702712 0.288954 6.383321 0.0 0.1 -0.4 0.00
H 2.202739 2.313492 3.880711 -0.6 -0.3 -1.0 0.00
H 4.544989 -0.225404 -1.598302 -0.4 -0.3 0.7 0.01
H -0.725043 -3.835659 -2.137408 0.1 -0.1 0.2 0.00
H 4.450121 -3.692635 -3.142639 -0.1 0.0 0.1 0.00
H 5.088551 -2.483877 -2.062311 0.1 0.1 -0.1 0.00
H 4.149973 -2.067171 -4.991674 0.3 0.0 0.6 0.00
H 5.803903 -1.899415 -4.297726 -0.3 0.1 -0.1 0.00
H 4.487916 -0.736719 -3.878356 0.3 -0.4 -0.2 0.00
H 1.058043 -5.051939 -2.441986 -0.1 -0.1 -0.2 0.00
H 2.559091 -4.968348 -3.321224 0.1 0.1 0.1 0.00
H 0.062812 -3.571992 -4.441146 0.5 -0.6 0.0 0.00
H 0.431856 -5.309366 -4.758108 0.3 0.7 -0.1 0.00
H 1.552210 -4.000407 -5.286295 0.2 0.0 -0.3 0.00
H 4.121423 3.385743 3.306483 0.2 0.0 -0.2 0.00
H 5.668772 2.975720 2.592172 0.6 0.2 -0.2 0.00
H 4.126334 1.455482 4.813577 0.6 0.0 -0.6 0.00
H 5.633699 2.373199 5.002540 -0.3 -0.5 -0.6 0.00
H 5.644793 0.820876 4.072969 -0.2 0.3 0.1 0.00
H 6.240578 0.145945 0.090310 0.0 0.1 0.0 0.00
H 6.588184 1.485426 1.171237 0.0 -0.1 -0.2 0.00
H 5.575985 1.911615 -1.708948 0.6 0.2 0.5 0.00
H 7.341692 1.799763 -1.267661 -0.7 0.3 0.1 0.00
H 6.328948 3.143350 -0.616128 -0.1 -0.6 -0.2 0.00
H 0.897240 2.402880 5.542160 0.5 -0.1 0.0 0.00
H -0.673293 2.334613 6.183719 -0.3 0.1 -0.1 0.00
H -0.084839 4.355673 3.958550 0.3 0.1 0.0 0.00
H 0.459580 4.703170 5.634822 0.2 0.3 0.0 0.00
H -1.244725 4.532707 5.230241 -0.1 -0.1 0.1 0.00
S 0.103118 3.618683 0.874180 0.0 0.2 -0.5 0.33
C -0.157561 4.438252 -0.583292 -0.9 -0.2 0.8 0.11
C -1.155321 5.488553 -0.575351 -1.3 1.9 0.6 0.00
N -1.932700 6.359573 -0.449592 1.6 -2.0 -0.4 0.03
C 0.395409 4.056401 -1.810415 0.2 0.0 -0.4 0.10
S 1.662280 3.001517 -1.979175 0.4 -0.6 -0.1 0.33
C -0.173863 4.591350 -3.011479 -1.5 1.1 -2.2 0.00
N -0.708473 4.978616 -3.982269 1.3 -0.8 2.1 0.02
C -4.344476 2.224834 -0.070239 -0.5 0.0 -0.6 0.00
C -4.962562 1.492237 -1.087739 0.7 -0.3 0.0 0.00
C -4.146309 0.771033 -1.969829 0.7 -0.8 0.0 0.00
C -2.730851 0.861882 -1.831461 -1.4 0.7 1.8 0.00
N -2.154796 1.492635 -0.741544 -1.0 0.3 -1.9 0.00
C -2.950601 2.235903 0.026331 -0.1 -0.3 1.1 0.01
C -1.817449 0.345514 -2.841076 1.2 -0.5 -0.8 0.00
C -2.292237 -0.284557 -4.014218 -0.3 -0.3 0.2 0.00
C -1.356320 -0.820175 -4.896147 0.1 0.0 0.4 0.00
C 0.007097 -0.647220 -4.625676 -0.6 -0.1 -0.5 0.00
C 0.379857 0.085948 -3.513327 0.1 -0.4 0.5 0.01
N -0.477388 0.543138 -2.600485 -1.9 -0.6 -0.8 0.01
H -4.959101 2.748482 0.659681 0.3 0.1 -0.2 0.00
H -6.050726 1.466881 -1.220057 0.5 -0.1 0.3 0.00
H -4.580652 -0.004366 -2.668768 0.5 1.5 0.7 0.00
H -2.471321 2.831598 0.835482 -0.2 -0.7 -0.6 0.01
H -3.382606 -0.477520 -4.222273 1.4 0.5 0.4 0.00
H -1.725498 -1.405021 -5.745051 0.4 0.3 0.2 0.00
H 0.777841 -1.099273 -5.244034 -0.2 0.2 0.0 0.00
H 1.424592 0.213973 -3.261532 0.1 0.1 -0.1 0.00
```
Positions in Å, forces in eV/Å.

---

| no. | M (g/mol) |
| --- | --- |
| 1 | 100.2 |
| 2 | 137.2 |
| 3 | 92.1 |
| 4 | 77.1 |
| 5 | 689.5 |
| 6 | 994.1 |